*one*
Density functional theory data (ωB97M-V/def2-TZVPD) for a structure of composition CH6P2S.

```
10
Properties=species:S:1:pos:R:3:nbo_charge:R:1
C -0.8082 -1.2734 -0.6278 -0.98
P -0.9273 -0.1835 0.8424 0.28
P 0.5316 1.2617 0.1280 0.14
S 2.3357 0.2775 0.6919 -0.30
H -1.8245 -1.3768 -1.1339 0.25
H -0.3812 -2.3433 -0.3776 0.26
H -0.1760 -0.7258 -1.3899 0.23
H -2.0580 0.8468 0.4849 0.00
H 0.3313 2.4434 1.5404 -0.02
H 2.9766 1.0735 -0.1583 0.14
```

The total charge is 0. For the gap between HOMO and LUMO, the calculation gives 9.0980 eV.

*two*
Density functional theory data (ωB97M-V/def2-TZVPD) for the molecule CH6P2S.

```
10
Properties=species:S:1:pos:R:3:nbo_charge:R:1
H -2.4537 -1.3139 -1.0250 -0.04
P -2.0525 -0.9415 0.2139 -0.20
S -0.2952 -0.1379 -0.6202 0.18
C -0.2666 1.3319 0.4763 -0.73
P 1.7121 -1.0335 0.2447 0.15
H 0.4721 2.1119 -0.0478 0.22
H -1.2361 1.6117 0.4833 0.23
H 0.2025 1.1286 1.5095 0.24
H 2.7121 -0.7250 -0.6489 -0.03
H 1.2052 -2.0322 -0.5858 -0.01
```

The total charge is 0. For the gap between HOMO and LUMO (spin up / spin down), the calculation gives 6.7892 / 6.7897 eV. As for the SMILES: [H]/P=S(/C)#[PH2].

Of them, the most stable is *one* and the least stable is *two*.

*one*
Density functional theory data (ωB97M-V/def2-TZVPD) for the molecule C4H3FO.

```
9
Properties=species:S:1:pos:R:3:nbo_charge:R:1
O 0.7525 -0.1412 -2.1134 -0.53
C 0.4705 -0.0906 -0.9495 0.54
C 1.1583 -0.4000 0.2881 -0.39
C -0.1909 -0.0544 1.0197 0.55
F -0.6045 -0.1123 2.2539 -0.27
C -0.8641 0.3318 -0.2473 -0.59
H 2.1274 -0.6922 0.6279 0.23
H -1.7519 -0.2333 -0.5288 0.23
H -1.0971 1.3922 -0.3507 0.23
```

The total charge is 0. For the gap between HOMO and LUMO, the calculation gives 9.7364 eV. As for the SMILES: O=C1C=C(F)C1.

*two*
Density functional theory data (ωB97M-V/def2-TZVPD) for the molecule C4H3FO.

```
9
Properties=species:S:1:pos:R:3:nbo_charge:R:1
C 0.1024 -2.0329 -0.5416 -0.16
C -0.1178 -0.9875 -0.0287 -0.08
C -0.2108 0.2646 0.6461 0.04
F 0.6298 0.3626 1.6853 -0.31
C 0.0655 1.3744 -0.3994 0.42
O 0.8452 2.2934 -0.2972 -0.48
H 0.4780 -3.0181 -0.7247 0.25
H -1.1875 0.4412 1.0169 0.21
H -0.6049 1.3022 -1.3567 0.12
```

The total charge is 0. For the gap between HOMO and LUMO, the calculation gives 10.9693 eV. As for the SMILES: C#C[C@@H](F)C=O.

*three*
Density functional theory data (ωB97M-V/def2-TZVPD) for the molecule C4H3FO.

```
9
Properties=species:S:1:pos:R:3:nbo_charge:R:1
O 1.6745 -1.4804 0.1029 -0.50
C 0.8755 -0.5724 0.1004 0.51
C 0.1026 0.1495 1.1417 -0.32
C -0.8500 0.7276 0.4259 -0.13
C -0.0286 0.0470 -1.0675 0.15
F -0.8104 -0.8771 -1.6364 -0.33
H 0.3911 0.0166 2.2020 0.23
H -1.7927 1.2104 0.5320 0.22
H 0.4380 0.7789 -1.8011 0.18
```

The total charge is 0. For the gap between HOMO and LUMO, the calculation gives 10.1801 eV. As for the SMILES: O=C1C=C[C@@H]1F.

Of them, the most stable is *one* and the least stable is *two*.